Density functional theory data (the ωB97M-V functional and the def2-TZVPD basis) for C23H30NO7Y as an isolated structure at a distorted geometry.

Element x y z (Å)
C 0.425 -0.412 -3.073
C 0.230 -1.047 -1.686
C 0.018 1.060 -2.934
C -0.838 1.206 -1.628
H -0.586 1.327 -3.806
H 0.912 1.696 -2.906
C -0.993 -0.340 -1.130
H 1.112 -0.819 -1.062
H 0.120 -2.142 -1.772
C -1.455 -0.907 0.248
H -1.837 -0.641 -1.782
H -1.865 1.504 -1.918
C -0.359 2.350 -0.843
C 1.827 -0.627 -3.608
C -0.365 -1.088 -4.201
O -1.002 -0.490 -5.054
O 2.808 -0.815 -2.905
O 1.886 -0.611 -4.953
O -0.284 -2.428 -4.201
C -0.956 -2.980 -5.339
H -0.807 -4.057 -5.271
H -0.519 -2.578 -6.260
H -2.018 -2.718 -5.307
C 3.207 -0.836 -5.447
H 3.907 -0.110 -5.013
H 3.133 -0.717 -6.528
H 3.540 -1.850 -5.186
O -0.732 -0.741 1.429
H -1.518 -2.005 0.091
H -2.487 -0.550 0.426
C -1.337 3.194 -0.130
C 1.069 2.458 -0.497
H 1.622 3.072 -1.229
H 1.542 1.463 -0.454
H 1.212 2.938 0.485
H -0.946 3.523 0.844
H -2.265 2.631 0.065
H -1.615 4.091 -0.708
Y -0.292 0.208 3.150
C -2.189 0.377 5.114
C -3.093 0.237 4.015
C -2.858 -1.034 3.416
H -3.873 0.951 3.735
C -1.831 -1.703 4.156
C -1.424 -0.833 5.220
H -0.726 -1.080 6.021
H -2.186 1.201 5.825
H -3.406 -1.449 2.569
H -1.465 -2.716 3.977
C 2.259 0.889 3.710
C 1.801 -0.107 4.621
C 1.575 -1.317 3.884
H 1.720 0.008 5.704
C 1.896 -1.054 2.510
C 2.325 0.310 2.407
H 2.699 0.804 1.506
H 2.608 1.891 3.973
H 1.246 -2.269 4.298
H 1.864 -1.774 1.692
O -0.080 1.996 4.886
N -0.158 2.934 4.044
O -0.199 2.526 2.812

Calculated values
Total charge: -2
Energy (eV): -41200.7946
Largest force on an atom (eV Å⁻¹): 2.3
2S+1: 1

These are the Mulliken partial charges, in e, on atoms 1 to 8: number 1, C, carries 3.522; number 2, C, carries -1.493; number 3, C, carries -1.608; number 4, C, carries 0.585; number 5, H, carries 0.219; number 6, H, carries 0.203; number 7, C, carries 1.015; number 8, H, carries 0.098

---

Density functional theory data (the ωB97M-V functional and the def2-TZVPD basis) for C23H31AsBrF6N3OPtSi2Te as an isolated structure.

Element x y z (Å)
Pt -0.948 0.578 0.323
Br 6.294 -5.158 -0.543
C 5.058 -4.645 -1.863
C 5.519 -4.151 -3.076
C 4.604 -3.790 -4.047
C 3.239 -3.881 -3.782
C 2.782 -4.407 -2.572
C 3.697 -4.792 -1.613
N 2.387 -3.485 -4.838
N 1.203 -3.207 -4.660
C 0.522 -2.662 -3.638
C -0.827 -3.076 -3.477
C -1.595 -2.649 -2.441
C -1.093 -1.681 -1.523
O -1.775 -1.273 -0.551
C 0.254 -1.144 -1.758
N 0.658 -0.163 -0.924
C 1.835 0.408 -1.102
C 2.681 0.032 -2.147
C 2.290 -0.967 -3.001
C 1.055 -1.606 -2.801
H 6.581 -4.068 -3.261
H 4.927 -3.427 -5.014
H 1.725 -4.547 -2.389
H 3.364 -5.217 -0.677
H -1.210 -3.790 -4.195
H -2.608 -2.998 -2.298
H 2.103 1.201 -0.417
H 3.623 0.545 -2.280
H 2.923 -1.241 -3.834
C -2.461 -2.014 3.057
Si -1.416 -0.697 3.870
C 0.234 -0.582 2.979
C -1.139 -1.037 5.679
C -2.286 0.969 3.700
Te -3.011 1.322 1.734
C -2.808 3.428 1.661
Si -1.103 4.241 1.692
C -0.389 4.277 3.422
C -1.352 5.959 1.025
C 0.099 3.296 0.601
H -2.014 -2.999 3.202
H -2.561 -1.858 1.978
H -3.466 -2.045 3.484
H 0.790 -1.520 3.050
H 0.867 0.220 3.362
H 0.106 -0.403 1.894
H -0.592 -1.972 5.820
H -2.086 -1.124 6.213
H -0.561 -0.239 6.149
H -1.630 1.792 3.978
H -3.168 1.009 4.343
H -3.442 3.810 2.466
H -3.292 3.676 0.717
H -1.105 4.644 4.160
H 0.473 4.948 3.442
H -0.034 3.298 3.748
H -2.050 6.529 1.642
H -1.753 5.919 0.011
H -0.409 6.509 0.996
H 0.221 2.254 0.953
H 1.096 3.738 0.680
H -0.203 3.284 -0.449
F -1.398 1.408 -1.709
As -2.747 2.417 -2.466
F -3.299 0.952 -3.172
F -3.656 2.048 -1.018
F -4.003 3.359 -3.110
F -2.046 3.758 -1.614
F -1.673 2.686 -3.770

Calculated values
Total charge: +1
Energy (eV): -204349.3874
⟨S²⟩: 3.826
Largest force on an atom (eV Å⁻¹): 0.3
2S+1: 4

These are the Mulliken partial charges, in e, on atoms 1 to 8: number 1, Pt, carries 1.871; number 2, Br, carries -0.125; number 3, C, carries 0.125; number 4, C, carries -0.497; number 5, C, carries -0.077; number 6, C, carries 0.038; number 7, C, carries -0.145; number 8, C, carries -0.712

---

Density functional theory data (the ωB97M-V functional and the def2-TZVPD basis) for C23H31AsCl2N2O2Sr as an isolated structure at a distorted geometry.

Element x y z (Å)
Sr 0.347 0.628 -0.699
O -0.715 2.269 0.751
C -0.206 3.375 1.173
C -0.748 4.011 2.330
C -0.191 5.134 2.880
C 0.959 5.725 2.335
C 1.507 5.154 1.217
C 0.946 4.021 0.593
C 1.632 3.544 -0.589
N 1.102 2.756 -1.452
C 1.913 2.040 -2.487
C 3.128 1.172 -1.976
N 2.864 0.278 -0.790
C 2.806 -0.988 -0.959
C 2.700 -1.734 -2.240
C 3.768 -2.427 -2.793
C 3.614 -3.128 -3.978
C 2.363 -3.136 -4.591
C 1.285 -2.470 -4.039
C 1.407 -1.756 -2.829
O 0.403 -1.127 -2.276
H -1.625 3.550 2.767
H -0.643 5.568 3.765
H 1.401 6.601 2.789
H 2.399 5.585 0.774
H 2.668 3.891 -0.702
H 2.317 2.721 -3.239
H 1.210 1.379 -3.036
H 3.920 1.846 -1.656
H 3.493 0.605 -2.833
H 2.722 -1.568 -0.034
H 4.733 -2.408 -2.296
H 4.447 -3.658 -4.418
H 2.230 -3.679 -5.519
H 0.314 -2.486 -4.519
Cl -2.755 1.403 -1.307
C -3.627 0.388 -2.475
Cl -2.816 -1.151 -2.768
H -3.683 0.924 -3.415
H -4.615 0.195 -2.073
C -1.177 -3.753 0.425
C -0.910 -2.993 1.719
As -1.326 -1.094 1.484
C -1.141 -0.351 3.299
C -1.032 -1.352 4.441
C -3.276 -1.160 1.312
C -4.021 -1.873 2.431
H -0.857 -4.794 0.505
H -0.655 -3.308 -0.426
H -2.241 -3.761 0.180
H 0.148 -3.056 1.986
H -1.474 -3.415 2.551
H -2.000 0.311 3.432
H -0.268 0.302 3.280
H -1.902 -2.005 4.510
H -0.934 -0.837 5.399
H -0.156 -1.994 4.331
H -3.485 -1.616 0.344
H -3.592 -0.118 1.237
H -3.709 -2.914 2.534
H -5.097 -1.880 2.244
H -3.866 -1.386 3.394

Calculated values
Energy (eV): -118149.6933
Largest force on an atom (eV Å⁻¹): 2.1
2S+1: 1

These are the Mulliken partial charges, in e, on atoms 1 to 8: number 1, Sr, carries 1.078; number 2, O, carries -0.163; number 3, C, carries 0.333; number 4, C, carries -0.678; number 5, C, carries -0.387; number 6, C, carries -0.754; number 7, C, carries -0.726; number 8, C, carries 0.609